Here is the molecule C5H4ClFO in a non-equilibrium geometry from OMol25. Energies are from ωB97M-V/def2-TZVPD.

Positions of all 12 atoms, in Å:
C -2.533 -0.515 0.982
C -1.329 -0.216 0.706
C 0.127 -0.021 0.220
O 0.776 -0.970 1.045
C 0.616 0.118 -1.201
F 1.679 -0.634 -1.616
C 0.653 1.247 -0.170
Cl 2.342 1.669 0.361
H -3.523 -0.911 1.298
H 1.381 -1.838 0.549
H -0.172 0.060 -2.004
H -0.019 2.011 -0.170

SMILES = C#C[C@@]1(O)[C@H](F)[C@@H]1Cl
Energy = -22531.809 eV
HOMO energy = -9.950 eV
LUMO energy = 0.010 Ha
ΔE to the lowest compared entry with this formula, charge and spin = 451.5 kJ/mol
Kohn-Sham gap = 10.218 eV